# C3H3F3O2

A 2-piece molecular cluster, C3H3F3O2 overall at a distorted geometry (ωB97M-V/def2-TZVPD, the OMol25 dataset).

Each line ends with the natural charge from an NBO analysis.
Element x y z (Å)
1 O 2.7556 -1.6287 0.1384  -0.005
2 C -1.9185 0.1722 0.0060  0.336
3 H 0.3987 -0.6435 -0.2886  0.185
4 C 0.4137 0.5323 -0.1781  -0.042
5 F 1.5571 -2.1276 0.3998  -0.093
6 F 2.5950 1.6170 -0.3330  -0.239
7 O -0.8694 1.0030 0.0098  -0.496
8 H -1.4949 -0.7633 -0.5155  0.130
9 H -2.6037 0.7143 -0.5839  0.157
10 C 1.5239 1.0981 0.0659  0.411
11 F -2.3575 0.0263 1.2790  -0.344

Values from the calculation:
Total energy in a.u.: -565.8031
Energy above the lowest of the compared OMol25 structures with the same formula, charge and spin in eV: 9.5947
HOMO-LUMO gap (alpha / beta) in eV: 9.6 / 6.0
HOMO energy (alpha / beta) in eV: -9.88 / -8.38
Molar mass in g mol⁻¹: 128.0

# C3H3F6OP

C3H3F6OP as an isolated structure at a distorted geometry (ωB97M-V/def2-TZVPD, the OMol25 dataset).

Each line ends with the natural charge from an NBO analysis.
Element x y z (Å)
1 F 0.5171 1.2575 -1.2114  -0.321
2 C -0.8662 -0.1569 0.1308  0.321
3 F 2.1979 -1.5818 0.3744  -0.318
4 H -3.3044 -0.0605 0.0135  -0.008
5 F 2.9812 0.3722 0.5543  -0.291
6 H -0.2371 -1.1426 1.7957  0.499
7 F 0.6171 1.4529 0.9041  -0.317
8 C 0.4435 0.5574 -0.0694  0.578
9 F -0.9381 -1.1710 -0.7841  -0.350
10 P -2.4162 0.9591 -0.1132  0.267
11 C 2.2182 -0.3771 -0.1456  0.962
12 H -2.7407 0.9542 -1.4343  -0.014
13 O -1.0359 -0.6445 1.4139  -0.703
14 F 2.5637 -0.4188 -1.4287  -0.306

Values from the calculation:
Total energy in a.u.: -1131.8324
Energy above the lowest of the compared OMol25 structures with the same formula, charge and spin in eV: 2.5019
HOMO-LUMO gap in eV: 10.5
HOMO energy in eV: -9.94
Molar mass in g mol⁻¹: 200.0

# C3H3FI2O

C3H3FI2O as an isolated structure at a distorted geometry (ωB97M-V/def2-TZVPD, the OMol25 dataset).

Each line ends with the natural charge from an NBO analysis.
Element x y z (Å)
1 I 0.1342 -0.4828 4.1687  0.176
2 H -0.9701 -1.1661 1.0542  0.204
3 H 0.3637 -1.2863 -0.3285  0.212
4 I -2.3424 1.2898 2.4499  0.710
5 C -0.3599 -0.7268 0.2382  -0.402
6 H -0.3695 1.2457 -0.7645  0.176
7 O -1.9447 0.8973 0.3801  -0.725
8 C -0.3210 0.9216 2.7073  -0.135
9 F 0.3038 2.0723 2.9551  -0.369
10 C -0.7899 0.5366 -0.0846  0.153

Values from the calculation:
Total energy in a.u.: -886.4037
Energy above the lowest of the compared OMol25 structures with the same formula, charge and spin in eV: 3.9251
HOMO-LUMO gap (alpha / beta) in eV: 6.8 / 7.0
HOMO energy (alpha / beta) in eV: -8.23 / -8.57
Molar mass in g mol⁻¹: 327.9

# C3H3FIrO

C3H3FIrO as an isolated structure at a distorted geometry (ωB97M-V/def2-TZVPD, the OMol25 dataset).

Each line ends with the natural charge from an NBO analysis.
Element x y z (Å)
1 C -0.4431 -1.7228 0.1576  -0.135
2 H -0.3000 -2.5470 -0.5584  0.248
3 Ir -0.1668 2.1480 -0.6036  1.238
4 F -0.2927 3.6370 0.3223  -0.495
5 O -1.2625 -0.6675 -0.4090  -0.320
6 C -0.1318 0.1938 -0.3450  -0.005
7 H 1.7097 -0.6595 0.6104  0.259
8 H -0.8925 -2.1134 1.0838  0.245
9 C 0.6554 -0.7078 0.2948  -0.035

Values from the calculation:
Total energy in a.u.: -395.0144
Net charge: +1
2S+1: 5
HOMO-LUMO gap (alpha / beta) in eV: 10.7 / 6.9
HOMO energy (alpha / beta) in eV: -14.98 / -15.28
⟨S²⟩: 6.02
Molar mass in g mol⁻¹: 266.3

# C3H3FKO3

C3H3FKO3 as an isolated structure at a distorted geometry (ωB97M-V/def2-TZVPD, the OMol25 dataset).

Each line ends with the natural charge from an NBO analysis.
Element x y z (Å)
1 C -0.6233 -0.6310 -1.4344  0.252
2 O -0.7227 0.4594 1.3767  -0.838
3 H -0.4190 1.4100 -0.9500  0.209
4 C 0.4734 0.1251 1.2097  0.946
5 O 1.0928 -0.6188 2.0164  -0.840
6 O 1.0890 0.3261 0.0335  -0.534
7 H -1.7115 -0.6522 -1.4923  0.150
8 F -0.0136 -1.6748 -2.0240  -0.337
9 C 0.2231 0.5391 -1.1272  -0.192
10 K -0.3107 -0.0339 4.3409  0.983
11 H 0.9225 0.7510 -1.9493  0.202

Values from the calculation:
Total energy in a.u.: -1041.6077
2S+1: 2
Energy above the lowest of the compared OMol25 structures with the same formula, charge and spin in eV: 0.1164
HOMO-LUMO gap (alpha / beta) in eV: 6.6 / 7.2
HOMO energy (alpha / beta) in eV: -7.47 / -8.12
⟨S²⟩: 0.75
Molar mass in g mol⁻¹: 145.1

# C3H3FMgO2

C3H3FMgO2 as an isolated structure at a distorted geometry (ωB97M-V/def2-TZVPD, the OMol25 dataset).

Each line ends with the natural charge from an NBO analysis.
Element x y z (Å)
1 C -0.2675 -0.3477 -1.0320  -0.156
2 C 1.6819 -0.9356 0.0484  0.530
3 H -0.1424 0.1393 -2.0034  0.231
4 C 0.0047 0.6151 0.1821  0.354
5 O 1.2841 0.2337 0.5795  -0.523
6 H -0.4266 1.5343 -0.3280  0.237
7 O 0.8216 -1.2889 -0.8581  -0.457
8 Mg -0.7558 0.7019 3.2536  0.989
9 F -0.9790 0.2244 1.1103  -0.443
10 H -1.2207 -0.8764 -0.9526  0.238

Values from the calculation:
Total energy in a.u.: -566.1671
Net charge: +1
2S+1: 2
Energy above the lowest of the compared OMol25 structures with the same formula, charge and spin in eV: 1.9405
HOMO-LUMO gap (alpha / beta) in eV: 8.7 / 7.8
HOMO energy (alpha / beta) in eV: -13.01 / -13.78
⟨S²⟩: 0.75
Molar mass in g mol⁻¹: 114.4

# C3H3FN2

A 2-piece molecular cluster, C3H3FN2 overall at a distorted geometry (ωB97M-V/def2-TZVPD, the OMol25 dataset).

Each line ends with the natural charge from an NBO analysis.
Element x y z (Å)
1 N -2.1222 0.6995 0.0243  -0.383
2 H -3.4143 0.1335 0.0251  0.518
3 N 0.2279 0.0802 -0.2778  -0.502
4 C 2.6972 -0.3730 0.1641  -0.637
5 H 3.2425 -1.1468 -0.0795  0.243
6 C 1.3995 -0.1307 -0.0950  0.583
7 F -4.3375 -0.0574 -0.0179  -0.606
8 C -1.0303 0.3126 -0.1412  0.522
9 H 3.3373 0.4820 0.3977  0.261

Values from the calculation:
Total energy in a.u.: -325.3828
Energy above the lowest of the compared OMol25 structures with the same formula, charge and spin in eV: 2.9604
HOMO-LUMO gap in eV: 8.9
HOMO energy in eV: -9.93
SMILES: C=C=NC#N.F
Molar mass in g mol⁻¹: 86.1

# C3H3FN2S

C3H3FN2S as an isolated structure at a distorted geometry (ωB97M-V/def2-TZVPD, the OMol25 dataset).

Each line ends with the natural charge from an NBO analysis.
Element x y z (Å)
1 C -0.4906 -1.4947 0.3135  -0.173
2 N 0.7319 0.3107 -0.1301  -0.565
3 H 1.3663 1.2751 0.4388  0.446
4 C -0.6451 0.4885 -0.4525  0.131
5 H -0.0661 2.6688 -0.4671  0.125
6 F 2.0004 -1.3473 0.5308  -0.319
7 N -1.3611 -0.5698 -0.0940  -0.435
8 H -1.0496 -2.4593 0.5675  0.241
9 S -1.2302 1.9736 -1.1148  0.086
10 C 0.7440 -0.8456 0.4077  0.463

Values from the calculation:
Total energy in a.u.: -723.5777
Energy above the lowest of the compared OMol25 structures with the same formula, charge and spin in eV: 2.8839
HOMO-LUMO gap in eV: 7.6
HOMO energy in eV: -8.16
Molar mass in g mol⁻¹: 118.1

> Look up the molar mass of the fourth one.

266.3 g mol⁻¹

Please write out number 2 again, unchanged.
# C3H3F6OP

C3H3F6OP as an isolated structure at a distorted geometry (ωB97M-V/def2-TZVPD, the OMol25 dataset).

Each line ends with the natural charge from an NBO analysis.
Element x y z (Å)
1 F 0.5171 1.2575 -1.2114  -0.321
2 C -0.8662 -0.1569 0.1308  0.321
3 F 2.1979 -1.5818 0.3744  -0.318
4 H -3.3044 -0.0605 0.0135  -0.008
5 F 2.9812 0.3722 0.5543  -0.291
6 H -0.2371 -1.1426 1.7957  0.499
7 F 0.6171 1.4529 0.9041  -0.317
8 C 0.4435 0.5574 -0.0694  0.578
9 F -0.9381 -1.1710 -0.7841  -0.350
10 P -2.4162 0.9591 -0.1132  0.267
11 C 2.2182 -0.3771 -0.1456  0.962
12 H -2.7407 0.9542 -1.4343  -0.014
13 O -1.0359 -0.6445 1.4139  -0.703
14 F 2.5637 -0.4188 -1.4287  -0.306

Values from the calculation:
Total energy in a.u.: -1131.8324
Energy above the lowest of the compared OMol25 structures with the same formula, charge and spin in eV: 2.5019
HOMO-LUMO gap in eV: 10.5
HOMO energy in eV: -9.94
Molar mass in g mol⁻¹: 200.0